(1)
Formula: C20H47BFNO9P
Source: the Open Molecules 2025 dataset
Level of theory: the ωB97M-V functional and the def2-TZVPD basis

The charge is -1. For the molecular weight, the calculation gives 506.38 g mol⁻¹. Its orbital gap is 7.16 eV. The spin multiplicity is 1. The calculation puts the LUMO energy at 2.4 eV.

Positions of all 80 atoms, in Å:
C 5.48 0.16 -1.92
C 5.20 -0.58 -3.28
O 5.82 -1.87 -3.19
C 3.63 -0.81 -3.34
O 3.06 0.48 -3.46
B 1.59 0.46 -3.56
C 1.05 0.14 -5.11
C 0.63 -1.33 -5.34
N 1.45 -2.20 -5.85
C 0.82 -0.41 -2.40
C -0.75 -0.23 -2.36
C -1.32 -1.28 -1.31
F -0.34 -1.82 -0.46
P 1.07 2.33 -3.24
O 1.76 2.85 -1.95
H 4.76 0.99 -1.74
H 5.36 -0.57 -1.08
H 6.50 0.63 -1.90
H 5.55 0.01 -4.16
H 5.17 -2.49 -3.55
H 3.39 -1.34 -2.38
H 3.43 -1.47 -4.23
H 0.17 0.83 -5.29
H 1.87 0.45 -5.80
H -0.40 -1.69 -5.10
H 0.97 -3.10 -5.91
H 1.29 -0.15 -1.42
H 1.02 -1.51 -2.57
H -1.03 0.78 -1.98
H -1.23 -0.48 -3.33
H -1.85 -2.12 -1.82
H -2.08 -0.80 -0.63
H -0.35 2.51 -3.22
H 1.63 3.07 -4.35
C 1.89 -3.11 1.23
O 2.13 -2.79 2.59
C 1.24 -1.80 3.09
C 0.97 -2.02 4.57
O 0.10 -3.11 4.84
C 0.61 -4.42 4.63
C 1.68 -4.85 5.63
O 2.91 -4.20 5.36
C 3.64 -3.90 6.54
H 2.20 -2.28 0.58
H 2.48 -3.99 0.98
H 0.83 -3.34 1.06
H 0.30 -1.81 2.54
H 1.72 -0.82 2.95
H 0.44 -1.13 4.93
H 1.89 -2.09 5.14
H 0.95 -4.55 3.60
H -0.24 -5.09 4.75
H 1.85 -5.93 5.53
H 1.33 -4.63 6.64
H 3.01 -3.35 7.25
H 4.48 -3.26 6.26
H 4.02 -4.81 7.00
C -6.64 5.29 -1.16
O -5.46 5.10 -0.41
C -5.63 5.40 0.97
C -4.74 4.52 1.83
O -5.17 3.16 1.94
C -5.06 2.35 0.77
C -3.63 1.99 0.40
O -2.96 3.10 -0.18
C -1.59 3.16 0.16
H -6.87 6.36 -1.26
H -6.48 4.87 -2.15
H -7.49 4.77 -0.70
H -6.67 5.25 1.28
H -5.36 6.45 1.12
H -4.77 4.91 2.85
H -3.69 4.57 1.51
H -5.60 2.78 -0.07
H -5.58 1.42 1.03
H -3.64 1.19 -0.35
H -3.10 1.63 1.29
H -1.45 3.10 1.25
H -1.19 4.11 -0.18
H -1.04 2.35 -0.33

Mulliken atomic charge list, values in e, 8 entries: number 1, C, carries -1.137; number 2, C, carries 0.453; number 3, O, carries -0.575; number 4, C, carries -0.618; number 5, O, carries -0.520; number 6, B, carries 0.773; number 7, C, carries -0.696; number 8, C, carries 0.076

=====

(2)
Formula: C20H47Br3O15P3Pt
Source: the Open Molecules 2025 dataset
Level of theory: the ωB97M-V functional and the def2-TZVPD basis

The charge is +2. For the molecular weight, the calculation gives 1055.29 g mol⁻¹. Its orbital gap (alpha / beta) is 6.75 / 3.16 eV. The spin multiplicity is 4. The calculation puts the LUMO energy (alpha / beta) at -7.6 / -11.2 eV.

Positions of all 89 atoms, in Å:
Pt -4.00 4.22 0.67
O -0.22 2.68 0.80
C -1.50 3.19 0.80
O -2.40 2.91 0.00
O -1.84 4.04 1.60
H 0.03 3.14 1.61
C 3.88 -0.06 -3.41
C 2.58 0.40 -2.79
O 1.49 -0.26 -3.43
P 1.01 -1.69 -2.88
O 2.07 -2.73 -3.01
O 0.49 -1.44 -1.36
C -0.36 -0.34 -1.02
C -1.84 -0.89 -1.02
O -0.41 -1.99 -3.67
C -0.43 -2.09 -5.11
C -1.88 -2.45 -5.48
H 4.12 -1.11 -3.26
H 4.03 0.10 -4.48
H 4.71 0.45 -2.93
H 2.60 0.23 -1.72
H 2.49 1.44 -3.09
H -0.05 0.24 -0.15
H -0.30 0.30 -1.91
H -1.97 -1.60 -0.20
H -2.53 -0.06 -0.88
H -2.28 -1.33 -1.91
H -0.23 -1.14 -5.59
H 0.27 -2.83 -5.49
H -1.98 -2.63 -6.55
H -2.21 -3.37 -5.00
H -2.55 -1.64 -5.22
C 7.19 -2.09 -3.13
C 7.14 -1.46 -1.70
O 5.86 -1.66 -1.16
P 5.52 -0.82 0.15
O 6.71 -0.39 0.92
O 4.55 0.39 -0.44
C 4.55 1.67 0.17
C 3.05 2.06 0.30
O 4.48 -1.80 0.91
C 3.32 -2.35 0.35
C 2.72 -3.24 1.40
H 8.09 -1.73 -3.62
H 7.22 -3.18 -3.10
H 6.36 -1.86 -3.80
H 7.89 -1.85 -1.01
H 7.44 -0.41 -1.78
H 4.89 1.54 1.19
H 5.05 2.52 -0.30
H 2.68 2.22 -0.71
H 2.43 1.28 0.74
H 2.88 3.03 0.77
H 2.69 -1.49 0.13
H 3.48 -2.98 -0.52
H 3.46 -4.03 1.51
H 2.49 -2.76 2.35
H 1.74 -3.67 1.18
C -6.20 -1.24 -0.28
C -5.92 0.15 0.38
O -6.01 0.18 1.82
P -5.12 1.36 2.60
O -4.91 2.65 1.86
O -5.84 1.57 4.02
C -6.25 0.47 4.83
C -7.21 0.96 5.89
O -3.74 0.63 3.04
C -2.94 0.08 2.06
C -1.56 -0.09 2.68
H -7.28 -1.40 -0.25
H -5.82 -1.31 -1.30
H -5.63 -2.01 0.24
H -4.91 0.39 0.04
H -6.41 1.00 -0.09
H -6.68 -0.28 4.18
H -5.34 0.10 5.31
H -7.82 0.11 6.22
H -6.66 1.39 6.73
H -7.82 1.77 5.51
H -3.23 -0.94 1.80
H -2.93 0.73 1.18
H -0.79 -0.55 2.06
H -1.20 0.92 2.91
H -1.62 -0.54 3.66
C 0.87 4.65 3.64
Br 1.83 5.39 5.21
Br 1.43 2.75 3.52
Br 1.28 5.72 2.01
H -0.19 4.73 3.84

Mulliken atomic charge list, values in e, 8 entries: number 1, Pt, carries 2.002; number 2, O, carries 0.343; number 3, C, carries 0.947; number 4, O, carries -0.952; number 5, O, carries -0.929; number 6, H, carries -0.284; number 7, C, carries -1.293; number 8, C, carries 0.347

=====

(3)
Formula: C20H47HgNO4P3
Source: the Open Molecules 2025 dataset
Level of theory: the ωB97M-V functional and the def2-TZVPD basis

The charge is +1. For the molecular weight, the calculation gives 659.11 g mol⁻¹. Its orbital gap (alpha / beta) is 7.17 / 7.18 eV. The spin multiplicity is 1. The calculation puts the LUMO energy (alpha / beta) at -2.9 / -2.9 eV.

Positions of all 76 atoms, in Å:
Hg 0.11 0.03 -0.81
P 0.05 -2.20 -1.19
P 0.05 2.28 -0.96
N 0.26 0.13 -2.88
C 0.12 -2.29 -3.05
H 0.58 -3.22 -3.42
H -0.93 -2.25 -3.41
C 0.85 -1.03 -3.51
H 1.95 -1.14 -3.29
H 0.78 -0.95 -4.62
C 0.85 1.36 -3.39
H 0.78 1.39 -4.50
H 1.95 1.45 -3.16
C 0.12 2.56 -2.80
H -0.93 2.56 -3.16
H 0.58 3.53 -3.07
C 1.56 3.20 -0.32
C 1.88 2.85 1.15
H 2.88 3.24 1.41
H 1.90 1.76 1.31
H 1.15 3.29 1.84
C -1.52 3.15 -0.41
C -1.64 3.21 1.12
H -2.67 3.50 1.41
H -0.96 3.97 1.54
H -1.41 2.24 1.59
C -1.52 -3.12 -0.73
C -1.64 -3.33 0.78
H -2.67 -3.65 1.04
H -1.41 -2.42 1.35
H -0.96 -4.13 1.13
C 1.56 -3.18 -0.64
C 1.88 -2.98 0.85
H 2.88 -3.40 1.06
H 1.15 -3.49 1.49
H 1.90 -1.91 1.12
C 1.86 0.02 -0.69
O 3.04 0.02 -0.65
C -1.81 4.52 -1.06
H -1.13 5.30 -0.68
H -1.72 4.49 -2.16
H -2.84 4.83 -0.82
C -1.81 -4.41 -1.52
H -2.84 -4.75 -1.31
H -1.72 -4.27 -2.61
H -1.13 -5.23 -1.22
C 1.56 -4.67 -1.02
H 2.57 -5.09 -0.87
H 0.87 -5.24 -0.39
H 1.29 -4.84 -2.08
C 1.56 4.72 -0.54
H 0.87 5.23 0.15
H 2.57 5.12 -0.34
H 1.29 5.00 -1.57
H 2.35 2.75 -0.95
H 2.35 -2.67 -1.23
H -2.28 2.44 -0.78
H -2.28 -2.37 -1.03
H -2.75 -0.21 -2.00
H -2.83 -0.03 -1.22
C -2.28 0.91 3.69
O -2.22 0.35 2.38
P -0.65 -0.23 1.91
O 0.16 1.15 2.49
C 1.02 0.84 3.55
O -0.95 -1.39 3.16
C 0.19 -2.09 3.60
H -3.34 1.16 3.89
H -1.73 1.87 3.78
H -1.98 0.20 4.48
H 1.89 0.24 3.21
H 1.45 1.79 3.93
H 0.48 0.41 4.42
H 1.13 -1.79 3.13
H 0.31 -1.94 4.69
H 0.03 -3.18 3.43

Mulliken atomic charge list, values in e, 8 entries: number 1, Hg, carries 2.746; number 2, P, carries -0.159; number 3, P, carries -0.103; number 4, N, carries -0.384; number 5, C, carries -0.651; number 6, H, carries 0.382; number 7, H, carries 0.536; number 8, C, carries -1.220

=====

(4)
Formula: C20H48ClN5O10
Source: the Open Molecules 2025 dataset
Level of theory: the ωB97M-V functional and the def2-TZVPD basis

The charge is -2. For the molecular weight, the calculation gives 554.08 g mol⁻¹. Its orbital gap is 5.99 eV. The spin multiplicity is 1. The calculation puts the LUMO energy at 4.5 eV. The relative energy (zero: lowest compared OMol25 entry of this formula, charge and spin) comes out at 2.126 eV.

Positions of all 84 atoms, in Å:
N 1.43 0.55 -0.06
H 0.66 0.38 0.61
H 1.26 1.48 -0.47
H 1.41 -0.23 -0.71
H 2.33 0.57 0.45
N -2.23 0.10 -0.51
H -1.60 0.11 0.33
H -1.62 0.13 -1.33
H -2.80 0.95 -0.51
H -2.77 -0.77 -0.56
N -0.25 2.11 3.40
H -0.46 2.93 2.77
H -0.02 1.34 2.75
H -1.18 1.71 3.70
H 0.41 2.31 4.13
C -1.34 3.27 -1.86
C 0.00 2.96 -2.13
C 0.97 2.74 -1.00
O 2.10 2.15 -1.13
C 0.58 2.93 0.32
C -0.68 3.54 0.61
C -1.79 3.54 -0.51
O -2.97 3.61 -0.19
O -0.93 4.05 1.71
O 0.30 2.78 -3.34
H -2.07 3.34 -2.65
H 1.32 2.77 1.10
O -2.69 1.03 3.89
C -2.61 -0.25 3.37
C -1.27 -0.71 2.72
O -0.65 0.06 1.72
H -3.36 -0.28 2.55
H -3.00 -0.98 4.10
H -1.45 -1.71 2.29
H -0.54 -1.01 3.49
Cl 0.95 -1.14 -3.18
O 1.80 -1.82 -2.24
O 0.47 -2.05 -4.20
O -0.16 -0.55 -2.45
O 1.69 -0.08 -3.85
C 4.51 1.30 -1.39
C 4.97 0.48 -0.19
N 4.06 0.57 0.98
C 4.33 1.79 1.75
C 3.13 2.28 2.57
C 4.26 -0.59 1.85
C 3.47 -1.81 1.37
H 5.09 1.21 -2.30
H 4.44 2.36 -1.15
H 3.52 0.95 -1.69
H 5.00 -0.56 -0.51
H 5.96 0.72 0.20
H 5.21 1.62 2.39
H 4.62 2.61 1.09
H 2.99 1.56 3.37
H 3.37 3.25 3.01
H 2.22 2.38 1.98
H 3.94 -0.39 2.87
H 5.34 -0.79 1.98
H 3.66 -2.67 2.02
H 3.70 -2.14 0.36
H 2.42 -1.58 1.55
C -5.12 -2.17 -0.08
C -3.85 -2.94 -0.47
N -3.08 -2.35 -1.57
C -1.83 -3.06 -1.82
C -0.85 -3.01 -0.63
C -3.89 -2.34 -2.79
C -3.33 -1.39 -3.86
H -5.96 -2.26 -0.77
H -4.89 -1.12 0.08
H -5.52 -2.58 0.86
H -3.26 -2.92 0.44
H -4.15 -3.98 -0.65
H -2.08 -4.07 -2.18
H -1.37 -2.65 -2.71
H -1.27 -3.54 0.22
H 0.12 -3.42 -0.91
H -0.58 -1.98 -0.37
H -4.89 -1.95 -2.59
H -4.05 -3.37 -3.14
H -4.06 -1.23 -4.65
H -2.36 -1.65 -4.27
H -3.18 -0.42 -3.38

Mulliken atomic charge list, values in e, 8 entries: number 1, N, carries 2.077; number 2, H, carries 0.160; number 3, H, carries 0.241; number 4, H, carries 0.176; number 5, H, carries -0.717; number 6, N, carries 1.076; number 7, H, carries -0.696; number 8, H, carries 0.073

=====

(5)
Formula: C20H48F6N6O24PdS5
Source: the Open Molecules 2025 dataset
Level of theory: the ωB97M-V functional and the def2-TZVPD basis

For the molecular weight, the calculation gives 1137.37 g mol⁻¹. Its orbital gap (alpha / beta) is 5.38 / 5.37 eV. The spin multiplicity is 3. The calculation puts the LUMO energy (alpha / beta) at -0.6 / -0.6 eV.

Positions of all 110 atoms, in Å:
Pd -0.07 0.58 -0.51
S 1.47 0.86 -2.78
O 1.19 0.88 -4.19
O 1.19 -0.37 -2.03
O 2.89 1.25 -2.59
O 0.72 1.79 -2.13
S -1.08 -2.10 0.86
O -1.09 -0.65 0.80
O -0.29 -2.51 -0.31
O -0.45 -2.43 2.15
O -2.39 -2.71 0.79
S 3.14 0.27 0.52
O 1.69 0.66 0.41
O 4.12 1.32 0.29
O 3.39 -0.49 1.70
O 3.63 -0.42 -0.68
C 3.18 -3.46 0.22
C 2.43 -4.14 -0.89
O 2.40 -5.34 -1.08
N 1.74 -3.11 -1.80
H 0.97 -2.87 -1.18
H 2.28 -2.27 -1.96
C 1.24 -3.74 -3.09
H 3.68 -4.17 0.89
H 2.51 -2.91 0.89
H 3.97 -2.84 -0.19
H 0.86 -4.75 -2.89
H 2.13 -3.95 -3.68
H 0.47 -3.14 -3.57
C -3.20 -4.29 -1.72
C -2.97 -5.52 -0.86
O -3.06 -6.57 -1.43
N -2.37 -5.38 0.61
H -2.41 -4.38 0.77
H -3.00 -5.57 1.38
C -0.85 -5.82 0.82
H -2.43 -3.57 -1.44
H -4.22 -3.92 -1.64
H -2.99 -4.52 -2.76
H -0.63 -6.85 1.11
H -0.54 -5.06 1.53
H -0.33 -5.47 -0.07
C 4.89 2.20 3.40
C 3.76 3.20 3.01
O 2.77 3.21 3.76
N 3.96 4.32 1.99
H 4.04 5.22 2.45
H 4.81 4.28 1.45
C 2.88 4.45 0.90
H 4.39 1.29 3.75
H 5.33 2.83 4.18
H 5.46 2.03 2.49
H 1.94 4.86 1.26
H 2.70 3.48 0.43
H 3.36 5.15 0.21
C -0.80 5.05 -2.25
C -0.21 4.87 -3.73
O -0.59 5.68 -4.58
N 0.88 3.90 -4.10
H 0.75 3.12 -3.48
H 0.83 3.57 -5.06
C 2.24 4.49 -3.72
H -1.88 4.93 -2.20
H -0.46 6.00 -1.85
H -0.48 4.25 -1.58
H 2.45 5.40 -4.27
H 2.99 3.70 -3.81
H 2.20 4.72 -2.66
C 3.57 -2.06 4.16
C 2.13 -1.62 4.52
O 1.50 -2.02 5.42
N 1.36 -0.97 3.36
H 2.01 -0.87 2.60
H 0.67 -1.60 2.99
C 0.85 0.49 3.61
H 4.24 -1.20 4.08
H 3.75 -2.72 3.32
H 3.88 -2.60 5.06
H 0.62 0.93 2.64
H 1.69 1.11 3.93
H 0.07 0.40 4.36
C -4.23 1.05 0.27
C -4.69 -0.25 0.84
O -5.07 -0.32 2.03
N -4.73 -1.46 -0.10
H -4.56 -1.07 -1.02
H -3.89 -1.93 0.21
C -6.04 -2.18 0.07
H -3.21 0.90 -0.10
H -4.37 1.80 1.05
H -4.85 1.46 -0.52
H -6.79 -1.45 -0.23
H -6.18 -2.59 1.07
H -6.13 -2.93 -0.72
C -3.20 1.90 -3.42
F -3.79 2.53 -2.44
F -4.03 1.96 -4.48
F -2.08 2.48 -3.76
S -2.71 0.05 -2.96
O -3.90 -0.65 -2.43
O -2.25 -0.65 -4.20
O -1.65 0.17 -1.94
C -1.81 2.99 2.99
F -0.62 3.03 3.63
F -2.37 1.70 3.06
F -2.62 3.99 3.44
S -1.46 3.41 1.12
O -2.80 3.78 0.65
O -0.40 4.45 0.99
O -1.03 2.12 0.57

Mulliken atomic charge list, values in e, 8 entries: number 1, Pd, carries 2.525; number 2, S, carries 1.198; number 3, O, carries -0.881; number 4, O, carries -0.544; number 5, O, carries -0.879; number 6, O, carries -0.769; number 7, S, carries 0.623; number 8, O, carries -0.314